DFT (wB97M-V/def2-TZVPD) results for a cluster of 3 separate species, C16H40N6O10P3 in total in a non-equilibrium geometry.

```
75
Properties=species:S:1:pos:R:3:forces:R:3
O 9.355 0.790 -3.760 -1.17 -5.09 -0.48
C 8.871 -0.348 -3.940 0.35 2.99 0.55
O 9.552 -1.566 -4.315 -3.51 3.35 0.45
C 8.440 -2.390 -4.848 0.40 -1.07 -0.75
C 7.115 -1.484 -4.864 0.38 0.51 -0.67
C 6.798 -0.628 -6.222 0.39 1.69 -5.09
O 6.138 0.466 -6.016 1.49 -3.54 0.21
O 7.204 -1.048 -7.477 -1.40 0.95 6.47
P 5.436 -2.367 -4.568 -1.25 -2.39 1.80
O 5.575 -3.876 -4.342 -0.17 3.72 -0.83
O 4.819 -1.636 -3.124 0.33 -0.24 -3.11
O 4.296 -2.015 -5.788 1.94 0.60 2.72
O 7.437 -0.512 -3.800 2.67 -1.26 -1.44
H 8.783 -2.639 -5.925 -1.02 0.11 1.83
H 8.414 -3.272 -4.115 -0.48 1.07 -1.47
H 4.255 -0.868 -3.384 0.59 -0.64 0.44
H 4.078 -1.053 -5.689 0.42 -0.76 -0.59
O 1.278 0.342 -1.591 1.29 -2.76 2.36
P 1.541 1.096 -0.273 -2.15 6.07 -3.18
N -0.057 1.721 -0.168 -1.56 0.26 0.94
C -0.620 2.610 -1.170 0.38 0.18 -0.27
C -1.038 0.675 0.136 0.22 -0.13 0.17
N 2.683 2.177 -0.953 1.93 -0.37 -0.58
C 2.421 3.538 -1.365 -0.05 0.26 0.67
C 3.658 1.573 -1.863 -0.18 -0.31 -0.16
N 1.876 1.901 1.267 0.83 -1.95 0.32
C 1.055 2.861 1.982 -0.93 -0.58 0.55
C 3.230 1.809 1.795 0.12 -0.37 0.02
H -1.668 2.838 -0.949 0.06 -0.36 0.16
H -0.565 2.190 -2.180 -0.05 0.05 -0.11
H -0.131 3.582 -1.158 0.18 -0.07 -0.11
H -0.675 0.042 0.954 0.01 -0.03 -0.04
H -1.229 0.033 -0.732 0.02 -0.07 0.01
H -1.985 1.106 0.469 0.12 0.10 0.00
H 1.832 3.577 -2.288 -0.06 0.06 -0.06
H 3.358 4.076 -1.548 0.04 -0.26 -0.01
H 1.916 4.109 -0.585 -0.20 -0.08 -0.01
H 3.253 1.466 -2.876 0.08 -0.04 -0.08
H 3.958 0.584 -1.507 -0.09 0.07 -0.09
H 4.571 2.174 -1.916 -0.17 0.11 0.08
H 0.920 3.785 1.416 -0.07 -0.07 -0.18
H 1.499 3.138 2.944 0.33 -0.23 -0.16
H 0.075 2.447 2.229 0.03 0.21 -0.15
H 3.793 2.726 1.596 -0.02 0.03 -0.02
H 3.771 0.973 1.344 -0.03 0.19 -0.04
H 3.225 1.629 2.876 -0.04 0.02 -0.05
O -3.804 0.182 2.355 1.38 0.82 3.52
P -4.676 -0.691 3.277 -3.53 -2.48 -5.75
N -4.324 -2.147 2.435 0.57 -1.72 0.05
C -4.676 -2.353 1.039 -0.34 0.35 -0.19
C -2.937 -2.578 2.638 -0.03 0.18 0.35
N -6.153 0.049 2.819 -0.79 1.95 0.52
C -7.105 -0.478 1.868 -0.24 -0.52 0.40
C -6.121 1.508 2.717 0.39 0.01 -0.16
N -5.648 -1.661 4.394 1.13 1.30 1.31
C -6.048 -3.051 4.271 0.93 -0.76 0.26
C -6.359 -0.959 5.453 0.24 0.21 0.22
H -4.305 -3.318 0.678 0.25 0.12 0.28
H -4.280 -1.567 0.388 0.00 -0.02 -0.12
H -5.755 -2.420 0.908 -0.02 0.20 0.02
H -2.673 -2.519 3.699 0.02 0.07 -0.01
H -2.232 -1.955 2.076 0.05 -0.02 0.03
H -2.800 -3.621 2.338 -0.16 0.05 -0.06
H -6.742 -0.392 0.838 -0.01 -0.04 -0.09
H -8.056 0.064 1.928 0.17 0.13 0.12
H -7.360 -1.517 2.080 0.18 -0.09 -0.07
H -5.731 1.838 1.747 0.04 0.13 0.02
H -5.493 1.937 3.502 0.03 -0.04 -0.18
H -7.121 1.933 2.852 -0.06 -0.25 -0.03
H -6.697 -3.215 3.409 0.13 0.08 -0.15
H -6.597 -3.395 5.155 0.03 0.42 0.09
H -5.182 -3.714 4.198 -0.20 0.03 -0.18
H -7.416 -0.831 5.199 -0.01 -0.02 -0.04
H -5.929 0.031 5.625 -0.12 -0.08 -0.11
H -6.290 -1.497 6.405 0.01 0.00 -0.08
```
Forces are in eV/Å.

The LUMO energy is 0.07 eV. The calculation puts the largest force on an atom at 7.19 eV Å⁻¹. As for the total charge: -1. The spin multiplicity is 1. The HOMO energy comes out at -5.257 eV.

Atom charges from the Mulliken analysis, given in e for atoms 1 to 5: number 1, O, carries -0.553; number 2, C, carries 0.535; number 3, O, carries -0.311; number 4, C, carries -0.431; number 5, C, carries 0.964

DFT (wB97M-V/def2-TZVPD) results for a cluster of 5 separate species, C16H40O8P in total in a non-equilibrium geometry.

```
65
Properties=species:S:1:pos:R:3:forces:R:3
C -1.571 0.930 -2.283 -0.86 -0.67 0.33
C -2.383 -0.392 -2.393 1.80 -0.28 -0.34
C -2.842 -0.929 -0.999 -0.36 -0.20 -0.43
C -3.065 0.128 0.028 -0.71 -0.52 -0.46
O -2.213 0.741 0.612 1.15 0.49 0.76
P -1.276 -1.584 -3.095 -2.04 0.30 0.79
O -1.377 -2.952 -2.534 0.42 -0.48 0.14
O -1.585 -1.701 -4.705 0.66 0.35 -0.16
O 0.256 -0.986 -3.069 -0.03 -0.23 -0.79
H -1.123 1.203 -3.232 -0.01 0.13 -0.14
H -0.787 0.787 -1.530 0.22 0.57 0.00
H -2.238 1.726 -1.954 0.18 0.32 -0.03
H -2.171 -1.690 -0.584 0.19 0.14 0.14
H -3.796 -1.438 -1.143 -0.10 -0.07 0.15
H -4.112 0.336 0.300 -0.19 0.13 -0.25
H -2.516 -1.958 -4.760 0.17 0.18 0.05
H 0.835 -1.491 -3.659 -0.13 0.02 0.16
C -0.787 -0.592 3.724 -0.06 0.02 0.23
C -0.040 -1.717 3.023 0.15 0.62 -0.30
C 1.459 -1.451 2.990 0.13 -0.16 0.12
O -0.526 -1.857 1.701 -0.01 -0.36 0.08
H -0.645 0.352 3.193 0.05 -0.02 -0.03
H -1.859 -0.793 3.735 0.01 -0.04 0.01
H -0.440 -0.469 4.754 -0.02 0.02 0.00
H -0.232 -2.661 3.538 -0.05 -0.06 -0.14
H 1.673 -0.531 2.440 -0.08 0.05 0.06
H 1.978 -2.262 2.477 -0.04 -0.03 0.02
H 1.870 -1.356 3.999 0.02 0.03 -0.02
H -0.368 -1.026 1.231 -0.25 -0.01 -0.08
C 3.504 2.569 -2.669 0.05 0.12 -0.15
C 2.150 3.244 -2.837 -0.01 -0.49 0.38
C 1.469 3.450 -1.491 -0.06 0.20 0.03
O 1.320 2.455 -3.677 0.13 0.15 -0.20
H 3.390 1.585 -2.214 -0.02 0.05 0.09
H 3.981 2.418 -3.639 0.00 0.05 0.00
H 4.171 3.166 -2.041 0.01 -0.04 0.02
H 2.277 4.208 -3.335 -0.09 -0.04 -0.11
H 1.291 2.491 -0.999 0.06 -0.02 -0.02
H 0.496 3.926 -1.624 0.01 0.00 -0.02
H 2.077 4.074 -0.830 0.00 -0.02 0.01
H 1.192 1.597 -3.246 -0.19 0.01 -0.06
C -6.544 0.020 3.169 -0.12 0.16 -0.07
C -6.610 -1.166 2.217 0.47 -0.08 0.47
C -6.710 -2.480 2.979 -0.14 -0.14 -0.09
O -5.459 -1.179 1.382 -0.38 -0.08 -0.07
H -5.658 -0.048 3.806 -0.03 -0.09 0.03
H -6.466 0.953 2.610 -0.03 -0.02 -0.03
H -7.429 0.067 3.807 0.02 0.00 0.02
H -7.473 -1.059 1.557 0.09 0.00 -0.12
H -5.830 -2.626 3.611 -0.02 0.09 0.05
H -6.750 -3.321 2.285 -0.03 0.03 -0.02
H -7.600 -2.506 3.611 0.02 -0.01 0.02
H -4.681 -1.273 1.945 0.02 -0.01 -0.08
C 7.672 -0.168 -1.218 0.10 0.09 -0.17
C 6.453 0.665 -0.847 0.01 -0.57 0.29
C 6.218 0.661 0.656 -0.08 0.19 0.06
O 5.302 0.161 -1.516 0.05 0.15 -0.13
H 7.531 -1.210 -0.918 -0.01 0.03 0.11
H 7.824 -0.161 -2.298 0.00 0.05 0.01
H 8.574 0.213 -0.736 0.00 -0.03 0.01
H 6.590 1.690 -1.194 -0.13 -0.01 -0.10
H 6.032 -0.355 1.014 0.09 -0.03 -0.04
H 5.338 1.255 0.906 0.02 0.03 -0.03
H 7.078 1.066 1.194 0.00 -0.03 0.01
H 5.160 -0.747 -1.224 -0.02 0.05 -0.01
```
Forces are in eV/Å.

The LUMO energy is 2.45 eV. The calculation puts the largest force on an atom at 2.21 eV Å⁻¹. As for the total charge: -1. The spin multiplicity is 1. The HOMO energy comes out at -2.471 eV.

Atom charges from the natural (NBO) analysis, given in e for atoms 1 to 5: number 1, C, carries -0.641; number 2, C, carries -0.823; number 3, C, carries -0.555; number 4, C, carries 0.463; number 5, O, carries -0.602

DFT (wB97M-V/def2-TZVPD) results for a cluster of 3 separate species, C16H41B3F2N3O6S in total in a non-equilibrium geometry.

```
72
Properties=species:S:1:pos:R:3:forces:R:3
C 4.338 0.184 -0.880 -0.78 0.02 -0.22
C 2.997 0.843 -1.434 1.09 -0.82 1.09
B 2.527 1.993 -0.444 0.57 0.24 -0.64
O 3.563 2.701 0.230 -0.81 -0.96 -1.29
C 1.033 2.483 -0.140 0.31 -0.07 1.00
O 0.311 3.195 -1.132 -0.43 -0.64 -0.28
B -0.891 3.545 -0.345 1.60 -0.65 2.06
S -2.345 4.040 -1.482 0.26 3.95 -3.28
O -2.864 5.373 -1.079 -0.08 -2.93 0.10
O -1.813 4.122 -2.871 -1.21 -1.17 2.18
F -3.569 2.952 -1.505 0.66 0.79 0.18
O -1.093 2.439 0.623 0.10 -0.65 -0.03
C -0.066 1.492 0.365 -1.49 0.96 -1.22
F 0.192 0.741 1.512 0.40 0.42 0.36
B -0.771 0.470 -0.679 -0.86 -0.36 -0.65
N -0.067 -0.463 -1.593 0.19 0.49 0.35
O -2.198 0.427 -0.694 1.80 -0.43 -0.45
H 4.265 -0.906 -1.025 0.37 0.37 -0.16
H 5.202 0.608 -1.403 -0.03 -0.30 0.25
H 4.464 0.336 0.200 0.02 0.11 -0.29
H 3.240 1.228 -2.438 -0.39 0.14 0.30
H 2.283 0.020 -1.555 -0.15 0.62 -0.07
H 3.296 3.617 0.195 -0.17 0.54 0.71
H 1.120 3.214 0.707 0.18 -0.56 0.06
H -0.645 4.489 0.367 -0.51 0.78 -0.48
H -0.463 -0.414 -2.526 -0.15 -0.08 -0.03
H -0.272 -1.397 -1.249 0.04 -0.12 -0.14
H -2.497 -0.002 0.102 -0.54 0.29 0.66
C -1.623 2.326 4.055 0.05 0.05 0.07
C -1.444 2.113 5.552 -0.05 0.12 -0.23
N -0.404 1.152 5.879 0.04 -0.23 0.26
C -0.404 0.761 7.279 -0.11 -0.11 0.00
C -0.083 1.832 8.327 0.08 -0.02 0.17
C 0.905 1.415 5.298 0.05 -0.02 -0.37
C 1.582 2.748 5.631 0.20 0.03 0.04
H -1.830 1.385 3.545 0.10 0.01 -0.02
H -2.463 2.999 3.875 0.02 0.00 0.00
H -0.744 2.780 3.597 -0.07 -0.05 -0.09
H -2.393 1.740 5.948 0.11 -0.08 0.17
H -1.269 3.090 6.028 -0.04 0.06 0.03
H 0.286 -0.078 7.412 0.07 0.05 -0.11
H -1.394 0.350 7.508 -0.05 0.08 -0.10
H 0.982 2.061 8.360 -0.02 0.07 -0.05
H -0.361 1.470 9.320 -0.02 -0.01 -0.01
H -0.632 2.758 8.152 0.01 -0.02 -0.03
H 0.813 1.342 4.211 -0.12 0.05 0.04
H 1.580 0.597 5.565 -0.12 -0.03 0.16
H 0.890 3.590 5.583 -0.02 -0.04 -0.02
H 2.379 2.942 4.909 -0.04 -0.01 -0.02
H 2.045 2.736 6.617 -0.07 0.07 0.03
C -1.211 -1.631 -5.309 -0.06 -0.03 0.06
C -0.649 -2.923 -5.885 -0.13 0.14 0.05
N 0.009 -3.761 -4.898 0.21 -0.18 0.01
C 0.763 -4.857 -5.487 0.17 0.05 -0.06
C -0.012 -5.939 -6.246 0.03 -0.16 -0.01
C -0.785 -4.102 -3.728 -0.08 0.22 0.19
C -2.107 -4.843 -3.949 -0.09 -0.14 0.13
H -0.432 -1.052 -4.810 0.01 -0.05 0.01
H -1.622 -1.018 -6.112 0.01 -0.01 0.01
H -2.018 -1.816 -4.598 0.02 0.04 -0.01
H 0.086 -2.649 -6.648 0.09 -0.18 0.03
H -1.457 -3.456 -6.408 -0.05 0.02 -0.07
H 1.358 -5.336 -4.704 -0.10 0.06 0.09
H 1.497 -4.422 -6.173 -0.09 0.11 0.00
H -0.529 -6.618 -5.569 -0.07 0.04 -0.03
H 0.682 -6.544 -6.834 0.01 0.02 0.00
H -0.742 -5.516 -6.938 0.00 0.01 0.03
H -1.000 -3.178 -3.184 0.01 0.03 -0.12
H -0.164 -4.680 -3.037 0.11 -0.04 -0.16
H -2.682 -4.431 -4.779 0.03 0.02 0.00
H -2.727 -4.761 -3.053 0.01 0.03 -0.02
H -1.952 -5.906 -4.129 -0.03 0.02 -0.10
```
Forces are in eV/Å.

The LUMO energy is 2.42 eV. The calculation puts the largest force on an atom at 5.14 eV Å⁻¹. As for the total charge: -1. The spin multiplicity is 1. The HOMO energy comes out at -5.649 eV.

Atom charges from the Mulliken analysis, given in e for atoms 1 to 5: number 1, C, carries -1.155; number 2, C, carries -0.110; number 3, B, carries 0.411; number 4, O, carries -0.564; number 5, C, carries -0.114

DFT (wB97M-V/def2-TZVPD) results for a cluster of 3 separate species, C16H41ClNO10P3S in total in a non-equilibrium geometry.

```
73
Properties=species:S:1:pos:R:3:forces:R:3
O 5.147 -0.747 -0.454 -2.81 1.46 2.72
N 4.053 -0.335 -0.026 4.28 -1.89 -2.60
O 3.376 -0.002 -1.139 -2.18 -0.28 -0.67
C 1.929 -0.226 -1.006 -1.90 2.88 -0.26
P 1.432 -1.810 -0.062 0.55 0.11 -1.04
Cl 0.929 -3.551 1.119 -0.47 -0.60 0.89
C 2.501 -2.962 -1.148 0.68 -2.03 -1.43
C 2.468 -2.635 -2.754 0.69 0.15 -0.61
C 2.669 -4.018 -3.671 1.42 1.22 1.97
S 2.135 -3.802 -5.457 -0.22 -0.03 0.12
H 1.507 0.698 -0.380 0.65 -1.86 -1.20
H 1.417 -0.123 -2.075 1.58 -0.24 2.19
H 1.825 -1.172 1.168 -0.21 -0.59 -0.68
H 0.020 -1.692 -0.431 1.30 0.08 0.25
H 3.643 -3.019 -0.829 -2.54 0.36 -0.30
H 2.071 -4.066 -1.020 0.92 2.59 -0.09
H 1.475 -2.074 -3.101 2.23 -1.30 0.79
H 3.443 -1.986 -2.986 -2.49 -1.05 0.33
H 2.144 -4.927 -3.138 0.69 1.81 -1.58
H 3.832 -4.227 -3.648 -2.43 0.25 -0.11
H 2.202 -2.462 -5.874 0.29 -1.10 1.32
O -4.351 -2.783 5.775 3.87 -2.37 0.85
P -3.893 -3.729 4.638 -8.03 3.17 -4.53
O -3.981 -2.576 3.452 0.78 0.26 0.20
C -3.024 -1.532 3.443 0.00 0.35 -0.13
C -1.651 -2.037 3.050 0.05 -0.08 -0.09
O -5.393 -4.407 4.377 1.23 -0.88 0.60
C -6.382 -4.386 5.397 -0.39 0.22 0.29
C -7.253 -3.144 5.284 -0.16 0.12 -0.12
O -3.381 -4.786 3.368 2.00 -0.22 3.16
C -2.179 -5.511 3.580 0.47 -0.50 -0.25
C -2.085 -6.136 4.959 -0.17 -0.20 -0.11
H -2.994 -1.035 4.419 -0.03 -0.02 -0.06
H -3.360 -0.795 2.708 -0.14 -0.14 0.08
H -1.225 -2.647 3.852 0.13 0.00 0.00
H -0.967 -1.203 2.865 -0.02 -0.08 0.07
H -1.703 -2.659 2.150 -0.02 0.16 0.15
H -5.921 -4.471 6.386 -0.07 0.17 -0.16
H -7.007 -5.276 5.266 0.19 0.05 -0.16
H -6.666 -2.227 5.191 0.08 -0.20 0.17
H -7.907 -3.053 6.157 0.05 -0.02 -0.10
H -7.878 -3.205 4.388 0.02 -0.05 0.10
H -1.326 -4.853 3.400 0.13 -0.04 -0.04
H -2.144 -6.299 2.824 -0.11 0.11 -0.04
H -2.046 -5.370 5.740 0.08 0.14 0.09
H -1.179 -6.744 5.040 -0.10 0.09 0.06
H -2.956 -6.766 5.162 0.11 0.01 -0.07
O 1.321 6.463 -1.488 3.86 -2.39 0.86
P 1.780 5.517 -2.625 -8.02 3.26 -4.54
O 1.691 6.670 -3.811 0.77 0.21 0.24
C 2.648 7.714 -3.820 -0.01 0.35 -0.16
C 4.022 7.209 -4.213 0.19 -0.06 -0.07
O 0.280 4.839 -2.885 1.23 -0.91 0.60
C -0.709 4.860 -1.866 -0.39 0.24 0.29
C -1.581 6.102 -1.979 -0.16 0.12 -0.12
O 2.292 4.460 -3.894 2.02 -0.26 3.13
C 3.494 3.735 -3.682 0.40 -0.50 -0.23
C 3.588 3.110 -2.304 -0.12 -0.17 -0.12
H 2.679 8.211 -2.843 -0.02 -0.03 -0.06
H 2.312 8.451 -4.555 -0.12 -0.15 0.09
H 4.448 6.599 -3.411 0.10 0.00 0.05
H 4.705 8.043 -4.398 -0.05 -0.10 0.06
H 3.970 6.587 -5.112 -0.05 0.16 0.10
H -0.248 4.775 -0.877 -0.07 0.18 -0.15
H -1.335 3.970 -1.997 0.18 0.05 -0.16
H -0.993 7.019 -2.072 0.08 -0.21 0.18
H -2.235 6.193 -1.106 0.05 -0.02 -0.10
H -2.205 6.041 -2.875 0.02 -0.05 0.11
H 4.347 4.393 -3.862 0.13 -0.04 -0.02
H 3.529 2.947 -4.438 -0.11 0.10 -0.04
H 3.627 3.876 -1.523 0.07 0.15 0.08
H 4.493 2.502 -2.223 -0.13 0.06 0.07
H 2.716 2.480 -2.101 0.13 0.02 -0.08
```
Forces are in eV/Å.

The LUMO energy is -1.83 eV. Its structure (SMILES) is O=NOC[PH2](Cl)CCCS.CCOP(=O)(OCC)OCC.CCOP(=O)(OCC)OCC. The calculation puts the largest force on an atom at 9.77 eV Å⁻¹. The spin multiplicity is 1. The HOMO energy comes out at -9.452 eV.

Atom charges from the Mulliken analysis, given in e for atoms 1 to 5: number 1, O, carries -0.349; number 2, N, carries 0.145; number 3, O, carries -0.018; number 4, C, carries -0.876; number 5, P, carries 0.450

Q: The highest HOMO energy belongs to which entry?
A: C16H40O8P